[1]
12
Properties=species:S:1:pos:R:3:forces:R:3:mulliken_charge:R:1 method="wB97M-V/def2-TZVPD" de_lowest_kj_mol=163.7 gap_ev=5.19 homo_ev=-11.26 charge=+1 molar_mass_da=283.77 energy_ev=-39332.672 multiplicity=1
Sr 0.361840 -3.473904 0.268158 -0.24 0.20 0.03 1.082
N 0.857350 -0.048905 -0.984245 0.58 0.57 -0.32 -0.274
S 1.892674 0.942913 -1.528223 2.10 -3.28 1.22 0.674
O 3.122025 0.145054 -1.325705 -0.94 2.47 -1.14 -0.398
S -0.680489 0.026475 -0.521700 0.53 -2.00 -0.38 0.989
O -0.839460 -1.367140 0.103898 -0.09 4.65 -1.44 -0.443
O -1.479213 0.437521 -1.653139 0.08 -0.15 1.96 -0.525
C -0.405759 1.392249 0.931849 -2.02 -0.39 0.71 0.707
F -1.333107 2.289709 0.694857 -0.31 0.13 -0.21 -0.188
F -0.671566 0.704374 2.020131 -0.19 -0.29 0.26 -0.197
F 0.721784 2.026973 1.145268 0.81 -0.51 -1.21 -0.193
H -1.546079 -3.075319 0.848851 -0.30 -1.40 0.52 -0.233

***

[2]
11
Properties=species:S:1:pos:R:3:forces:R:3:mulliken_charge:R:1 method="wB97M-V/def2-TZVPD" de_lowest_kj_mol=117.8 gap_ev="6.14 / 6.18" homo_ev="-7.35 / -7.60" charge=0 molar_mass_da=337.12 energy_ev=-59197.431 multiplicity=2
Yb -1.996432 2.001317 0.953242 -0.03 -1.27 -0.26 0.815
O -2.049633 0.008889 -0.218039 0.94 0.35 -1.71 -0.431
N -1.129831 -0.562771 -0.953692 0.57 0.16 0.18 -0.268
S 0.347960 0.287356 -0.805158 -0.25 0.42 -0.88 1.153
O 0.127970 1.512068 0.025782 0.10 -0.50 -0.39 -0.628
O 1.027139 0.407175 -2.083827 -0.65 -0.09 1.48 -0.578
C 1.469521 -0.773953 0.260574 -0.49 0.34 -0.64 0.679
F 1.140146 -0.632813 1.528916 -0.10 0.02 0.55 -0.214
F 1.320448 -2.032765 -0.099952 0.08 -0.34 -0.05 -0.218
F 2.720489 -0.399629 0.078571 0.39 0.08 0.05 -0.201
H -2.977778 0.185126 1.313582 -0.56 0.83 1.67 -0.110

***

[3]
8
Properties=species:S:1:pos:R:3:forces:R:3:mulliken_charge:R:1 method="wB97M-V/def2-TZVPD" de_lowest_kj_mol=549.5 gap_ev="7.61 / 5.99" homo_ev="-6.17 / -5.09" charge=-1 molar_mass_da=132.99 energy_ev=-22588.589 multiplicity=1
C 0.437631 0.584583 -0.150521 3.62 1.85 0.09 0.550
O -0.286570 -1.674959 1.447299 0.28 1.73 -1.95 -0.657
O 0.335556 -1.823832 -1.100220 -1.31 2.11 1.41 -0.618
F -0.560951 3.236467 0.589157 0.32 -1.19 -0.40 -0.737
F 0.751353 0.873812 -1.372485 -0.75 0.55 0.80 -0.073
F 1.502714 0.907196 0.611287 -2.61 -0.74 -1.12 -0.100
P -0.400202 -1.106395 0.036611 0.69 -5.18 2.06 0.593
H -1.779533 -0.996869 -0.061127 -0.23 0.87 -0.89 0.043